No. 1
Density functional theory data (ωB97M-V/def2-TZVPD) for a single C29H31N3O4S molecule.

* relative energy (zero: lowest compared OMol25 entry of this formula, charge and spin): 2.9 kcal per mole
* SMILES: C[C@@H]1CCCCN1CCNC(=O)c1ccc2c(c1)N(Cc1ccccc1)C(=O)c1ccccc1S2(=O)=O
* F_max: 0.57 eV/Å
* gap between HOMO and LUMO: 8.63 eV
* E_HOMO: -8.698 eV

CARTESIAN COORDINATES (ANGSTROEM)
S 3.88992 1.03978 1.34513
O -1.34144 3.75647 -1.92116
O 4.72356 2.18926 1.55815
O 2.64302 -2.68443 0.77645
O 3.64388 0.15768 2.45148
N 1.51867 -0.73953 0.69654
N -2.46267 2.34490 -0.56420
N -4.58594 0.75717 0.21361
C 3.69950 -0.97540 -0.43763
C -6.94318 0.91867 1.04080
C 2.61068 -1.52516 0.42448
C 0.43564 -1.43352 1.38033
C -1.09259 -3.39036 1.11314
C 2.32670 1.56352 0.64438
C 5.53076 0.55121 -0.83397
C -5.46907 1.29387 1.23745
C -3.78672 2.71851 -0.99827
C -0.28724 -2.43242 0.50846
C -0.06558 2.39175 -0.45074
C -7.08889 -0.59793 0.94854
C -1.62430 -4.33366 -1.02663
C -4.71240 -0.69814 0.16215
C 4.46353 0.12055 -0.07247
C 5.11735 -1.25055 -2.36112
C -3.72501 -1.34365 -0.80620
C -6.15256 -1.14500 -0.12637
C 1.34362 0.61140 0.38590
C 0.12786 1.05210 -0.14469
C -4.67137 1.46767 -1.05307
C 4.05083 -1.67647 -1.58822
C 2.14638 2.89486 0.32319
C -0.16646 -2.43293 -0.87369
C 0.95578 3.31427 -0.23656
C 5.86106 -0.14078 -1.98734
C -1.34098 2.89746 -1.06098
C -1.75773 -4.33349 0.35239
C -0.82884 -3.38044 -1.63604
H -7.32204 1.37720 0.12483
H -6.45625 -0.77378 -1.10794
H -4.29659 0.82181 -1.84511
H 0.79372 4.34522 -0.50830
H 3.48248 -2.55226 -1.86318
H 6.69678 0.18024 -2.58995
H -0.64881 0.33158 -0.35454
H 2.95222 3.57889 0.53837
H -6.82957 -1.04540 1.91146
H -3.70161 3.18226 -1.98293
H -2.13512 -5.07575 -1.62190
H -7.52950 1.30856 1.87400
H -5.69410 1.77104 -1.31534
H -2.74730 -0.87615 -0.72602
H -5.35915 2.37960 1.25951
H -4.20880 3.45688 -0.30627
H -5.12704 0.90177 2.20112
H -6.19856 -2.23484 -0.14834
H -0.26022 -0.68788 1.77375
H -3.61527 -2.39669 -0.56200
H -2.37440 -5.07653 0.83647
H -8.12329 -0.86486 0.72248
H -4.06443 -1.27563 -1.83688
H -0.71853 -3.37350 -2.71039
H 6.08420 1.41557 -0.50214
H -4.45011 -1.03702 1.17458
H -2.44740 1.66047 0.17764
H 0.88063 -1.96838 2.22630
H 0.45929 -1.70164 -1.36643
H -1.18711 -3.40038 2.18918
H 5.37626 -1.79384 -3.25738


No. 2
Density functional theory data (ωB97M-V/def2-TZVPD) for a molecular structure, C10H46BN2O12Y at a distorted geometry.

* <S²>: 0.761
* 2S+1: 2
* F_max: 4.41 eV/Å
* charge: +1
* gap between HOMO and LUMO (spin up / spin down): 7.41 / 4.49 eV
* E_HOMO (spin up / spin down): -11.215 / -11.215 eV

CARTESIAN COORDINATES (ANGSTROEM)
Y -8.66804 -21.79169 14.02245
O -8.43879 -25.23171 11.01000
O -6.66382 -22.84720 13.27363
O -6.86707 -20.29276 14.37307
O -12.30624 -21.41551 11.36130
O -5.10266 -16.52430 10.17984
O -10.26558 -23.52606 9.85934
O -9.09632 -24.19878 13.98123
O -11.54441 -18.87861 7.34664
O -6.52224 -23.36709 10.59918
O -11.01749 -22.04784 14.55189
O -11.76578 -19.00237 12.18705
O -9.42567 -19.31925 13.59677
N -6.52363 -18.47874 11.99470
N -9.40628 -18.52412 10.39887
C -10.42057 -24.53348 14.48352
C -3.77721 -16.15586 10.36693
C -9.93944 -18.12000 9.10649
C -5.24803 -20.30288 10.86525
C -12.28226 -19.97434 6.75550
C -10.83444 -19.31093 8.55362
C -5.41636 -18.75862 11.08769
C -11.54709 -23.39080 14.45865
C -5.25223 -17.85365 9.77042
C -8.73410 -17.81529 8.20589
B -8.93558 -21.52214 11.60328
H -9.95355 -24.41750 10.01495
H -6.82305 -22.52246 10.26400
H -11.54220 -19.52201 9.35525
H -8.37968 -26.18652 11.04284
H -9.09309 -17.47777 7.23362
H -7.27950 -23.94529 10.50711
H -9.18995 -19.51065 10.39173
H -10.84064 -25.34160 13.88468
H -12.27825 -18.83968 12.97897
H -11.40698 -21.52503 11.67044
H -7.38721 -18.87911 11.65702
H -3.28412 -16.20563 9.39611
H -9.85561 -21.03706 11.89048
H -6.69008 -23.17614 12.37511
H -12.41648 -22.09643 10.69766
H -5.75003 -22.94897 13.53984
H -8.17541 -16.93936 8.53561
H -10.19105 -18.42212 11.02643
H -10.32446 -24.91934 15.49840
H -12.32553 -23.53461 15.20795
H -6.16556 -17.93690 9.18136
H -4.39304 -20.42587 10.20045
H -12.05460 -23.49912 13.50011
H -3.75306 -15.11416 10.68690
H -8.68797 -24.97600 11.89812
H -6.56835 -19.89684 15.19175
H -3.24876 -16.67153 11.16876
H -10.24290 -19.30411 13.09863
H -8.00292 -18.61972 8.12608
H -10.27516 -20.24445 8.49157
H -6.24403 -19.98342 13.71554
H -6.76803 -17.50080 12.05801
H -9.56452 -22.96507 10.19106
H -4.51260 -18.27961 9.09249
H -9.18383 -18.39773 13.68918
H -11.71145 -20.90027 6.68532
H -8.75858 -22.53938 11.91653
H -10.45858 -17.16557 9.19396
H -8.13327 -21.00442 12.10577
H -12.47013 -19.65052 5.73181
H -8.77787 -21.53319 10.53592
H -13.26593 -20.12919 7.19881
H -4.65996 -18.49650 11.82745
H -6.11704 -20.73354 10.36779
H -12.09192 -19.83997 11.85799
H -5.00103 -20.73565 11.83469


No. 3
Density functional theory data (ωB97M-V/def2-TZVPD) for a molecular structure, C47H60Br2ClO8W at a distorted geometry.

* <S²>: 2.041
* relative energy (zero: lowest compared OMol25 entry of this formula, charge and spin): 39.1 kcal per mole
* 2S+1: 3
* F_max: 2.26 eV/Å
* charge: +1
* gap between HOMO and LUMO (spin up / spin down): 6.14 / 6.50 eV
* E_HOMO (spin up / spin down): -9.877 / -10.826 eV

CARTESIAN COORDINATES (ANGSTROEM)
W 0.28996 0.37835 0.06784
Br -1.03000 0.52623 4.49766
Br 0.68949 -1.50382 2.77504
Cl 2.51365 1.83080 2.01584
O 2.83113 0.39873 1.96341
O -1.80662 1.96604 -1.78737
O -1.28259 -0.52029 -0.33451
O 0.13139 1.07407 1.61006
O 0.27934 0.55443 -1.85963
O 1.99082 0.84391 -0.40579
O 2.57191 2.25641 3.42189
O 1.12686 -1.61186 -0.28565
C -1.62671 3.07947 1.64858
C -3.18730 1.35232 0.61576
C -2.65736 -5.36036 -4.18182
C -1.13517 -5.21722 -4.06404
C -3.30235 -2.69958 5.18601
C -4.31881 -2.12408 4.18583
C -5.04540 -0.95946 4.86214
C -1.98051 2.28751 0.57761
C 2.49297 -2.07569 -0.12113
C -0.73242 -4.05457 -3.16493
C -0.55742 -6.48681 -3.40862
C 1.61358 0.87393 -1.84797
C 0.80386 3.29323 -1.93596
C 1.94294 2.31518 -2.12980
C -1.97642 -2.23608 1.16896
C 4.22011 1.56940 -2.48146
C 6.59627 0.70349 -2.70312
C -2.74899 -2.58825 2.26797
C 5.89205 2.18009 -0.81299
C -1.57378 5.79231 2.85132
C -5.35033 -3.19422 3.79910
C 0.33461 3.84610 0.50373
C -0.50910 3.92406 1.61345
C -1.23260 2.39753 -0.62183
C 2.45798 -0.10380 -2.59707
C -1.07328 -3.30117 0.54186
C 3.25066 2.60444 -2.30435
C 5.69560 1.87694 -2.31245
C -2.62515 2.98585 -2.37152
C -2.03791 -0.91700 0.73302
C 0.88707 5.86779 2.45136
C -0.04999 4.23257 4.06991
C -3.57268 -1.68277 2.92717
C -0.63394 -3.16002 -0.90551
C -1.19046 -4.00321 -1.84836
C -0.29868 4.94183 2.73127
C 3.75373 0.26603 -2.79329
C 1.83349 -1.28801 -3.28542
C 0.79306 -2.21730 -2.64302
C 0.19650 -3.10333 -3.54475
C 6.10715 3.09689 -3.15117
C -0.00135 3.11206 -0.63539
C -3.68649 -0.40177 2.39143
C -0.55468 -5.10828 -5.47546
C 0.41722 -2.32506 -1.30979
C 0.66121 -0.34199 4.33214
C -2.93866 -0.00412 1.29431
H -0.90792 3.63656 4.38139
H -2.23712 3.02453 2.54206
H -3.47949 1.13920 -0.41252
H -0.93733 -4.22901 -5.99696
H -4.86909 -4.07949 3.38196
H 5.32175 3.06282 -0.51846
H 0.97034 6.59891 3.25475
H 4.43886 -0.44385 -3.24045
H -3.35099 3.36605 -1.64784
H 1.42944 0.41237 4.22669
H -2.88898 -6.25663 -4.75869
H 1.24291 4.43435 0.47259
H -2.43258 5.18071 3.12759
H -1.61091 -4.24476 0.63134
H -0.71291 -7.34579 -4.06342
H -3.13776 -5.45786 -3.20822
H 5.60186 4.00554 -2.82501
H -4.01351 1.84570 1.12644
H -2.51631 -1.96821 5.37704
H 0.76077 6.41371 1.51458
H 0.53567 -5.07454 -5.45961
H 0.12706 3.14857 -2.78043
H -3.14390 2.52557 -3.20745
H 1.82258 5.30498 2.41899
H 0.81777 3.58066 4.00880
H 2.99066 -2.13578 -1.08396
H -1.04015 -6.69631 -2.45352
H -1.79699 6.29791 1.91001
H 6.38912 -0.18385 -2.10278
H -1.97754 -4.67613 -1.53149
H -6.04188 -2.80179 3.05168
H -3.08783 -4.50100 -4.69804
H -0.84827 -5.98894 -6.04673
H 0.51445 -6.37727 -3.23488
H -5.83228 -0.56023 4.21989
H 0.14746 4.98180 4.83813
H 5.87090 2.92458 -4.20234
H 2.64166 -1.90903 -3.68031
H -1.44145 6.54824 3.62601
H -5.92437 -3.49551 4.67698
H -4.36615 0.31552 2.83207
H -0.17531 -3.40200 1.16009
H 2.99997 -1.35696 0.51312
H 2.47781 -3.05597 0.35311
H 0.52923 -3.05926 -4.57368
H 0.81157 -0.96736 5.20223
H 1.32074 -0.86290 -4.15668
H 6.47824 0.46144 -3.76093
H 5.55309 1.33740 -0.20627
H 1.19771 4.30864 -1.96002
H 7.18066 3.26620 -3.06410
H 6.94783 2.35875 -0.60296
H -2.70316 -3.61560 2.61011
H 7.63803 0.97753 -2.53733
H -5.51520 -1.30835 5.78161
H -3.79784 -2.92714 6.13105
H -2.84002 -3.61303 4.81215
H -2.01505 3.82036 -2.72668
H -4.34532 -0.16063 5.11517
H 3.57205 3.63867 -2.33639